(1)
ORCA calculation (wB97M-V/def2-TZVPD) on C63H69Ge2N5O4S2Y as an isolated structure.

Element x y z (Å)
1 Y -0.04 -0.91 -0.37
2 C -3.57 -0.88 -3.58
3 O -2.22 -0.94 -3.13
4 C -1.23 -0.63 -4.02
5 C -1.43 0.15 -5.15
6 C -0.37 0.42 -6.02
7 C 0.88 -0.10 -5.74
8 C 1.08 -0.89 -4.61
9 C 0.04 -1.16 -3.71
10 N 0.20 -1.89 -2.53
11 N 1.16 -2.82 -2.69
12 C 1.49 -3.66 -1.67
13 C 0.82 -3.81 -0.42
14 O -0.19 -3.03 -0.06
15 C 1.25 -4.81 0.49
16 C 2.33 -5.61 0.24
17 C 3.06 -5.47 -0.96
18 C 4.21 -6.25 -1.23
19 C 4.93 -6.10 -2.38
20 C 4.52 -5.15 -3.33
21 C 3.41 -4.38 -3.10
22 C 2.64 -4.51 -1.92
23 H -3.68 -1.42 -4.53
24 H -3.92 0.14 -3.70
25 H -4.17 -1.36 -2.81
26 H -2.42 0.55 -5.35
27 H -0.54 1.04 -6.90
28 H 1.71 0.09 -6.41
29 H 2.05 -1.31 -4.39
30 H 0.70 -4.87 1.42
31 H 2.66 -6.34 0.98
32 H 4.51 -6.98 -0.48
33 H 5.81 -6.71 -2.56
34 H 5.08 -5.02 -4.25
35 H 3.08 -3.64 -3.83
36 S -3.02 -1.06 -0.28
37 C -3.11 -1.61 1.39
38 C -3.83 -2.75 1.75
39 C -3.93 -3.13 3.08
40 C -3.32 -2.36 4.07
41 C -2.58 -1.24 3.71
42 C -2.45 -0.87 2.37
43 S -1.46 0.50 1.89
44 H -4.31 -3.34 0.98
45 H -4.48 -4.02 3.35
46 H -3.39 -2.65 5.11
47 H -2.07 -0.66 4.47
48 C -0.19 2.74 -2.97
49 C -0.45 1.71 -1.90
50 O -1.57 1.65 -1.35
51 O 0.51 0.94 -1.62
52 H -1.09 3.28 -3.25
53 H 0.23 2.24 -3.85
54 H 0.56 3.45 -2.60
55 N 1.24 5.72 4.20
56 C 1.12 4.61 3.35
57 C 1.27 3.31 3.82
58 C 1.15 2.26 2.93
59 N 0.89 2.41 1.63
60 C 0.77 3.66 1.19
61 C 0.88 4.78 1.99
62 H 1.01 5.50 5.16
63 H 0.72 6.52 3.88
64 H 1.48 3.12 4.87
65 H 1.25 1.23 3.27
66 H 0.55 3.77 0.12
67 H 0.74 5.77 1.56
68 C 4.99 -3.72 3.69
69 C 3.68 -3.12 3.25
70 C 2.50 -3.43 3.93
71 C 1.31 -2.88 3.45
72 C 0.00 -3.25 4.10
73 C 1.33 -2.03 2.37
74 C 2.49 -1.71 1.60
75 C 3.67 -2.30 2.13
76 N 2.30 -0.94 0.49
77 C 3.42 -0.28 -0.25
78 C 4.87 -0.68 0.10
79 C 5.90 0.11 -0.73
80 C 5.69 -0.16 -2.22
81 C 4.27 0.26 -2.60
82 C 4.07 1.75 -2.32
83 C 4.32 2.03 -0.84
84 C 5.74 1.61 -0.46
85 C 3.33 1.24 0.01
86 C 3.27 -0.55 -1.76
87 H 4.85 -4.37 4.56
88 H 5.72 -2.95 3.95
89 H 5.43 -4.33 2.89
90 H 2.51 -4.10 4.78
91 H 0.05 -4.25 4.53
92 H -0.82 -3.23 3.38
93 H -0.26 -2.56 4.91
94 H 0.36 -1.68 2.03
95 H 4.62 -2.18 1.64
96 H 5.02 -1.75 -0.10
97 H 5.07 -0.49 1.16
98 H 6.90 -0.21 -0.43
99 H 5.83 -1.22 -2.44
100 H 6.43 0.40 -2.81
101 H 4.09 0.06 -3.66
102 H 3.05 2.04 -2.59
103 H 4.77 2.34 -2.94
104 H 4.19 3.10 -0.63
105 H 5.93 1.82 0.60
106 H 6.48 2.18 -1.04
107 H 2.31 1.56 -0.20
108 H 3.50 1.42 1.08
109 H 3.43 -1.62 -1.93
110 H 2.27 -0.31 -2.09
111 C -6.40 -0.30 1.85
112 Ge -5.16 1.24 1.97
113 C -4.70 1.43 3.89
114 C -6.26 2.84 1.62
115 Ge -3.31 1.39 0.32
116 C -2.71 3.25 0.78
117 C -2.50 4.28 -0.14
118 C -2.28 5.59 0.27
119 C -2.26 5.91 1.62
120 C -2.43 4.89 2.56
121 C -2.64 3.59 2.13
122 C -4.42 1.63 -1.35
123 C -5.60 0.90 -1.42
124 C -6.49 1.03 -2.48
125 C -6.23 1.93 -3.51
126 C -5.05 2.66 -3.47
127 C -4.16 2.50 -2.41
128 H -6.42 -0.83 2.81
129 H -6.10 -1.02 1.09
130 H -7.40 0.07 1.62
131 H -5.47 0.91 4.48
132 H -4.70 2.48 4.16
133 H -3.73 0.99 4.14
134 H -7.10 2.86 2.32
135 H -6.65 2.85 0.60
136 H -5.66 3.75 1.77
137 H -2.49 4.06 -1.20
138 H -2.12 6.37 -0.48
139 H -2.10 6.93 1.94
140 H -2.38 5.11 3.62
141 H -2.74 2.81 2.88
142 H -5.84 0.17 -0.65
143 H -7.40 0.43 -2.50
144 H -6.92 2.04 -4.33
145 H -4.80 3.35 -4.27
146 H -3.22 3.05 -2.43

The calculation puts the gap between HOMO and LUMO (spin up / spin down) at 0.1620 / 0.2031 hartree. The spin multiplicity is 2. The largest force on an atom is 0.38 eV/A. The total energy comes out at -217845.415 eV. As for the relative energy (zero: lowest compared OMol25 entry of this formula, charge and spin): 0.00 kJ/mol. The expectation value of S² is 0.7931. As for the charge: -2.

---

(2)
ORCA calculation (wB97M-V/def2-TZVPD) on C63H69N6O3S3Sc as an isolated structure in a non-equilibrium geometry.

Element x y z (Å)
1 Sc -0.21 0.88 1.12
2 C -3.44 3.94 1.34
3 O -2.79 2.84 0.76
4 C -2.39 2.92 -0.54
5 C -2.48 4.06 -1.32
6 C -1.95 4.07 -2.61
7 C -1.36 2.93 -3.12
8 C -1.34 1.76 -2.38
9 C -1.84 1.73 -1.09
10 N -1.71 0.61 -0.25
11 N -2.24 -0.51 -0.62
12 C -2.33 -1.57 0.18
13 C -1.93 -1.53 1.57
14 O -1.10 -0.67 2.01
15 C -2.61 -2.43 2.46
16 C -3.45 -3.38 2.00
17 C -3.57 -3.65 0.61
18 C -4.23 -4.80 0.14
19 C -4.21 -5.14 -1.19
20 C -3.51 -4.33 -2.09
21 C -2.91 -3.17 -1.66
22 C -2.96 -2.78 -0.32
23 H -4.41 4.13 0.85
24 H -3.63 3.68 2.38
25 H -2.83 4.85 1.31
26 H -2.94 4.95 -0.94
27 H -1.99 4.97 -3.19
28 H -0.91 2.95 -4.10
29 H -0.90 0.85 -2.77
30 H -2.41 -2.30 3.52
31 H -3.99 -4.01 2.70
32 H -4.73 -5.45 0.85
33 H -4.70 -6.03 -1.54
34 H -3.43 -4.62 -3.13
35 H -2.34 -2.57 -2.35
36 N 1.80 1.25 -2.10
37 C 2.43 2.50 -1.75
38 C 1.37 3.46 -1.19
39 N 0.76 2.87 0.01
40 H 2.46 0.49 -2.12
41 H 1.35 1.30 -3.00
42 H 2.95 3.00 -2.59
43 H 3.18 2.30 -0.97
44 H 0.60 3.62 -1.95
45 H 1.86 4.43 -0.98
46 H 0.21 3.59 0.48
47 H 1.55 2.62 0.61
48 C 1.49 -4.51 -3.66
49 C 1.82 -3.02 -3.85
50 C 3.15 -2.92 -4.60
51 C 0.68 -2.33 -4.59
52 C 0.70 -2.54 -5.95
53 C -0.26 -2.02 -6.79
54 C -1.30 -1.35 -6.20
55 C -1.42 -1.12 -4.82
56 C -2.81 -0.48 -4.62
57 C -3.56 -0.52 -3.30
58 C -2.83 0.96 -5.18
59 C -0.35 -1.55 -3.97
60 N -0.19 -1.15 -2.63
61 C 0.09 -2.02 -1.72
62 C 0.46 -2.07 -0.29
63 C 0.08 -3.34 0.22
64 C 0.37 -3.85 1.46
65 C 1.18 -3.10 2.30
66 C 1.61 -1.88 1.87
67 C 1.24 -1.27 0.64
68 N 1.69 0.04 0.52
69 C 3.03 0.31 0.83
70 C 3.46 1.42 1.61
71 C 4.80 1.79 1.64
72 C 5.79 1.03 1.06
73 C 5.41 -0.14 0.45
74 C 4.08 -0.49 0.28
75 C 3.86 -1.76 -0.51
76 C 4.27 -2.99 0.30
77 C 4.64 -1.72 -1.82
78 C 2.62 2.17 2.64
79 C 3.15 1.79 4.03
80 C 2.69 3.70 2.54
81 H 2.25 -4.98 -3.04
82 H 1.48 -5.01 -4.63
83 H 0.52 -4.66 -3.20
84 H 1.96 -2.56 -2.86
85 H 3.13 -3.47 -5.54
86 H 3.95 -3.37 -4.01
87 H 3.41 -1.89 -4.81
88 H 1.48 -3.14 -6.40
89 H -0.23 -2.17 -7.85
90 H -2.10 -1.00 -6.84
91 H -3.44 -1.07 -5.30
92 H -2.96 -0.25 -2.45
93 H -3.99 -1.50 -3.13
94 H -4.39 0.19 -3.36
95 H -3.74 1.11 -5.76
96 H -2.84 1.68 -4.38
97 H -1.99 1.16 -5.83
98 H -0.03 -3.06 -2.03
99 H -0.52 -3.97 -0.42
100 H -0.01 -4.81 1.75
101 H 1.48 -3.49 3.27
102 H 2.24 -1.28 2.52
103 H 5.09 2.67 2.19
104 H 6.83 1.33 1.11
105 H 6.17 -0.81 0.08
106 H 2.80 -1.86 -0.77
107 H 5.33 -2.96 0.56
108 H 4.08 -3.90 -0.27
109 H 3.70 -3.05 1.23
110 H 5.71 -1.59 -1.67
111 H 4.29 -0.91 -2.46
112 H 4.50 -2.66 -2.34
113 H 1.57 1.84 2.58
114 H 4.16 2.18 4.18
115 H 3.19 0.71 4.17
116 H 2.51 2.21 4.80
117 H 3.70 4.06 2.72
118 H 2.05 4.13 3.31
119 H 2.38 4.08 1.57
120 O -0.66 1.99 2.55
121 C -1.23 2.02 3.80
122 C -2.50 1.19 3.94
123 C -2.98 0.59 5.07
124 C -4.22 -0.05 4.87
125 C -4.67 0.08 3.60
126 S -3.59 0.98 2.62
127 C -1.58 3.46 4.14
128 C -0.98 4.57 3.62
129 C -1.49 5.77 4.15
130 C -2.48 5.56 5.05
131 S -2.80 3.89 5.28
132 C -0.26 1.48 4.84
133 C 0.33 0.26 4.82
134 C 1.15 0.03 5.95
135 C 1.17 1.08 6.81
136 S 0.18 2.38 6.25
137 H -2.46 0.59 6.01
138 H -4.75 -0.56 5.65
139 H -5.57 -0.30 3.17
140 H -0.20 4.50 2.88
141 H -1.13 6.75 3.86
142 H -3.04 6.29 5.61
143 H 0.18 -0.45 4.02
144 H 1.71 -0.88 6.12
145 H 1.70 1.19 7.73

The calculation puts the gap between HOMO and LUMO at 0.2303 hartree. The largest force on an atom is 2.12 eV/A. The total energy comes out at -134741.080 eV. As for the charge: 0.

---

(3)
ORCA calculation (wB97M-V/def2-TZVPD) on C63H71Ge2INS5SbSc as an isolated structure in a non-equilibrium geometry.

Element x y z (Å)
1 Sc 2.22 1.17 0.14
2 C -2.29 4.15 4.85
3 C -2.34 2.69 4.48
4 C -1.37 1.81 4.93
5 C -1.37 0.46 4.57
6 C -0.31 -0.46 5.15
7 C -2.37 -0.01 3.71
8 C -3.39 0.85 3.28
9 C -4.49 0.39 2.35
10 C -3.36 2.18 3.68
11 C -2.35 -1.46 3.29
12 C -2.91 -2.39 4.16
13 C -2.85 -3.74 3.88
14 C -2.22 -4.17 2.72
15 C -1.66 -3.27 1.81
16 C -1.73 -1.88 2.09
17 Ge -0.79 -0.50 1.04
18 S 1.29 -0.57 1.73
19 S -0.84 -0.76 -1.19
20 Ge -1.07 1.48 -1.22
21 S 0.83 2.44 -1.61
22 S -1.70 1.53 0.95
23 C -2.45 2.05 -2.48
24 C -3.46 2.97 -2.12
25 C -4.40 3.38 -3.08
26 C -4.34 2.91 -4.38
27 C -3.34 2.02 -4.74
28 C -2.40 1.59 -3.81
29 C -1.34 0.63 -4.32
30 C -1.60 -0.75 -4.32
31 C -2.90 -1.33 -3.83
32 C -0.62 -1.62 -4.80
33 C 0.60 -1.16 -5.28
34 C 1.63 -2.12 -5.83
35 C 0.82 0.21 -5.30
36 C -0.13 1.12 -4.84
37 C 0.14 2.60 -4.95
38 C -3.64 3.55 -0.74
39 C -4.67 3.03 0.06
40 C -5.51 1.87 -0.41
41 C -4.91 3.59 1.31
42 C -4.16 4.66 1.79
43 C -4.46 5.29 3.13
44 C -3.14 5.15 0.99
45 C -2.87 4.63 -0.28
46 C -1.75 5.25 -1.09
47 C -1.04 -3.89 0.58
48 C 0.28 -4.36 0.60
49 C 1.17 -4.17 1.81
50 C 0.78 -5.01 -0.52
51 C 0.01 -5.24 -1.65
52 C 0.59 -5.97 -2.85
53 C -1.31 -4.82 -1.63
54 C -1.86 -4.15 -0.54
55 C -3.31 -3.72 -0.56
56 H -1.74 4.31 5.78
57 H -3.29 4.58 4.96
58 H -1.77 4.73 4.07
59 H -0.57 2.18 5.57
60 H 0.36 0.09 5.81
61 H 0.30 -0.91 4.36
62 H -0.76 -1.28 5.71
63 H -4.79 -0.65 2.54
64 H -4.13 0.44 1.32
65 H -5.37 1.03 2.44
66 H -4.14 2.86 3.32
67 H -3.38 -2.03 5.07
68 H -3.28 -4.46 4.57
69 H -2.16 -5.24 2.49
70 H -5.17 4.09 -2.78
71 H -5.07 3.24 -5.11
72 H -3.28 1.64 -5.76
73 H -3.53 -0.59 -3.33
74 H -2.72 -2.13 -3.11
75 H -3.47 -1.75 -4.66
76 H -0.81 -2.69 -4.78
77 H 1.49 -3.13 -5.44
78 H 2.64 -1.79 -5.58
79 H 1.56 -2.17 -6.92
80 H 1.77 0.59 -5.67
81 H 1.17 2.78 -5.27
82 H 0.00 3.11 -4.00
83 H -0.54 3.07 -5.68
84 H -4.88 1.08 -0.85
85 H -6.22 2.17 -1.18
86 H -6.07 1.43 0.42
87 H -5.71 3.18 1.93
88 H -5.11 4.65 3.74
89 H -4.98 6.25 3.00
90 H -3.55 5.49 3.70
91 H -2.54 5.98 1.35
92 H -1.63 6.30 -0.82
93 H -1.95 5.20 -2.17
94 H -0.80 4.75 -0.91
95 H 0.67 -4.48 2.73
96 H 1.43 -3.11 1.93
97 H 2.09 -4.75 1.70
98 H 1.81 -5.36 -0.50
99 H 1.65 -6.18 -2.72
100 H 0.48 -5.37 -3.76
101 H 0.08 -6.92 -3.02
102 H -1.94 -5.01 -2.50
103 H -3.82 -4.15 -1.43
104 H -3.39 -2.63 -0.61
105 H -3.83 -4.05 0.34
106 S 5.55 2.16 -2.99
107 C 5.42 3.58 -2.05
108 C 4.50 3.45 -1.05
109 C 3.87 2.17 -1.01
110 C 4.34 1.38 -2.02
111 C 3.90 0.01 -2.25
112 C 4.38 -0.81 -3.26
113 C 3.88 -2.08 -3.40
114 C 2.91 -2.54 -2.52
115 C 2.49 -1.68 -1.52
116 N 2.97 -0.44 -1.39
117 H 6.04 4.45 -2.29
118 H 4.28 4.24 -0.35
119 H 5.14 -0.43 -3.94
120 H 4.24 -2.73 -4.20
121 H 2.48 -3.53 -2.59
122 H 1.75 -1.98 -0.80
123 I 2.12 3.24 2.14
124 C 7.68 -1.17 2.55
125 C 7.12 0.12 1.95
126 Sb 4.98 0.21 1.67
127 C 4.38 0.42 3.71
128 C 5.14 -0.38 4.78
129 C 4.76 -1.93 1.51
130 C 5.42 -2.49 0.23
131 H 8.76 -1.07 2.70
132 H 7.53 -2.04 1.90
133 H 7.24 -1.42 3.52
134 H 7.57 0.34 0.98
135 H 7.35 0.99 2.59
136 H 3.32 0.18 3.70
137 H 4.43 1.49 3.90
138 H 5.07 -1.46 4.62
139 H 4.72 -0.19 5.78
140 H 6.20 -0.13 4.83
141 H 3.69 -2.12 1.50
142 H 5.17 -2.40 2.41
143 H 5.05 -1.98 -0.67
144 H 5.21 -3.55 0.10
145 H 6.51 -2.37 0.22

The calculation puts the gap between HOMO and LUMO at 0.2693 hartree. The largest force on an atom is 1.18 eV/A. The total energy comes out at -270533.465 eV. As for the relative energy (zero: lowest compared OMol25 entry of this formula, charge and spin): 35.09 kJ/mol. As for the charge: -1.